# C60H75F13N13O4S4

A structure of composition C60H75F13N13O4S4 in a non-equilibrium geometry (ωB97M-V/def2-TZVPD, the Open Molecules 2025 dataset).

The geometry in XYZ format:
```
169
Properties=species:S:1:pos:R:3:lowdin_charge:R:1
C 0.13 -2.84 1.84 -0.10
C 1.27 -2.11 0.95 -0.30
N 0.71 -1.95 -0.42 -0.21
C 0.60 -3.30 -1.09 -0.22
C -0.98 -3.60 -1.28 -0.08
C 1.56 -1.13 -1.29 -1.02
S 3.12 -0.71 -0.79 0.61
S 1.06 -0.53 -2.94 0.84
C -0.78 -0.28 -3.07 -0.47
C -1.52 0.00 -1.68 -0.27
C -0.98 1.34 -0.94 -0.22
S -1.90 2.83 -1.60 0.61
O -1.55 3.09 -3.05 -0.40
O -1.51 4.06 -0.82 -0.40
N -3.59 2.57 -1.55 -0.35
S -4.22 2.90 0.00 0.62
O -4.82 4.29 0.06 -0.40
O -3.24 2.68 1.13 -0.42
C -5.68 1.74 0.21 -0.21
C -5.33 0.56 1.22 -0.09
C -6.42 -0.63 1.22 -0.29
F -6.66 -0.90 2.61 0.01
F -7.66 -0.21 0.70 0.07
C -5.86 -2.00 0.61 -0.21
F -5.21 -2.64 1.71 0.08
F -4.81 -1.80 -0.33 0.09
C -6.96 -3.04 0.12 -0.20
F -8.11 -2.99 0.94 0.10
F -6.40 -4.32 0.42 0.07
C -7.26 -3.09 -1.43 -0.22
F -8.30 -4.04 -1.67 0.11
F -6.12 -3.64 -2.07 0.11
C -7.65 -1.77 -2.19 -0.21
F -7.49 -2.07 -3.58 0.09
F -6.82 -0.67 -1.98 0.11
C -9.16 -1.27 -2.07 -0.35
F -9.99 -1.71 -3.11 0.12
F -9.80 -1.60 -0.88 0.13
F -9.13 0.14 -2.13 0.10
H -0.85 -2.32 1.57 0.07
H 0.07 -3.96 1.62 0.07
H 0.33 -2.60 2.93 0.08
H 1.47 -1.11 1.48 0.11
H 2.17 -2.80 0.96 0.10
H 1.09 -3.32 -2.11 0.11
H 1.11 -4.09 -0.45 0.12
H -1.57 -3.40 -0.33 0.07
H -1.15 -4.69 -1.55 0.08
H -1.33 -2.87 -2.10 0.06
H -1.30 -1.13 -3.63 0.07
H -0.93 0.67 -3.70 0.08
H -2.61 0.24 -1.95 0.10
H -1.57 -0.89 -0.98 0.08
H -1.27 1.21 0.15 0.10
H 0.14 1.48 -1.09 0.10
H -5.98 1.41 -0.83 0.09
H -6.54 2.33 0.64 0.11
H -4.26 0.15 1.11 0.13
H -5.35 1.02 2.27 0.14
N -0.44 -1.93 -6.79 0.01
C -1.38 -0.98 -7.07 -0.13
C -2.14 -1.43 -8.12 -0.10
C -1.65 -2.71 -8.48 -0.11
C -0.60 -2.99 -7.63 -0.15
H 0.26 -1.86 -6.07 0.13
H -1.43 -0.06 -6.51 0.11
H -2.97 -0.91 -8.58 0.07
H -2.02 -3.36 -9.26 0.08
H 0.05 -3.86 -7.57 0.10
N -1.60 -5.93 -10.61 0.00
C -2.28 -6.55 -9.59 -0.15
C -3.21 -7.38 -10.15 -0.12
C -3.09 -7.28 -11.55 -0.12
C -2.08 -6.38 -11.81 -0.14
H -0.86 -5.26 -10.49 0.14
H -2.04 -6.33 -8.56 0.11
H -3.90 -8.01 -9.60 0.09
H -3.67 -7.80 -12.30 0.09
H -1.68 -6.01 -12.74 0.10
N -1.90 5.75 2.13 0.04
C -2.75 5.74 3.20 -0.13
C -2.16 6.47 4.21 -0.14
C -0.92 6.94 3.71 -0.13
C -0.79 6.48 2.42 -0.14
H -2.08 5.28 1.24 0.12
H -3.69 5.22 3.16 0.11
H -2.58 6.65 5.19 0.06
H -0.20 7.55 4.24 0.08
H 0.00 6.61 1.70 0.11
N 5.69 -0.33 1.90 0.02
C 4.83 -0.33 2.96 -0.12
C 5.41 0.39 3.98 -0.11
C 6.67 0.84 3.51 -0.15
C 6.82 0.38 2.22 -0.16
H 5.53 -0.79 1.01 0.09
H 3.88 -0.83 2.90 0.10
H 4.98 0.57 4.95 0.10
H 7.39 1.43 4.05 0.09
H 7.62 0.50 1.51 0.10
N 8.46 -3.56 0.35 0.01
C 7.52 -2.60 0.06 -0.14
C 6.76 -3.05 -0.99 -0.10
C 7.26 -4.33 -1.34 -0.11
C 8.30 -4.62 -0.50 -0.14
H 9.16 -3.49 1.07 0.12
H 7.48 -1.68 0.62 0.07
H 5.94 -2.52 -1.45 0.08
H 6.89 -4.98 -2.13 0.09
H 8.94 -5.48 -0.43 0.11
N 7.58 4.25 2.94 0.01
C 6.33 4.26 3.49 -0.14
C 6.13 5.49 4.07 -0.10
C 7.31 6.25 3.87 -0.11
C 8.19 5.46 3.16 -0.16
H 7.99 3.47 2.45 0.13
H 5.68 3.40 3.42 0.10
H 5.24 5.81 4.59 0.09
H 7.50 7.26 4.19 0.09
H 9.19 5.65 2.80 0.09
N 11.82 6.94 5.94 0.00
C 12.48 8.11 5.68 -0.15
C 11.97 8.63 4.52 -0.12
C 10.96 7.75 4.06 -0.12
C 10.89 6.71 4.96 -0.14
H 12.00 6.34 6.72 0.14
H 13.25 8.47 6.34 0.10
H 12.29 9.55 4.05 0.09
H 10.36 7.86 3.17 0.09
H 10.26 5.84 4.99 0.09
N -5.17 0.04 -10.29 0.00
C -5.85 -0.57 -9.27 -0.15
C -6.78 -1.41 -9.83 -0.11
C -6.66 -1.30 -11.24 -0.12
C -5.66 -0.40 -11.49 -0.15
H -4.43 0.72 -10.17 0.14
H -5.61 -0.36 -8.24 0.11
H -7.48 -2.03 -9.28 0.09
H -7.24 -1.83 -11.98 0.09
H -5.25 -0.04 -12.42 0.10
N 9.94 -2.40 3.58 0.00
C 11.04 -3.04 4.10 -0.15
C 10.79 -3.30 5.42 -0.12
C 9.49 -2.81 5.71 -0.11
C 8.99 -2.27 4.55 -0.13
H 9.85 -2.09 2.63 0.13
H 11.91 -3.24 3.49 0.10
H 11.46 -3.79 6.11 0.09
H 8.97 -2.86 6.65 0.09
H 8.04 -1.79 4.33 0.10
N -8.74 -4.05 4.04 0.01
C -9.65 -4.48 4.97 -0.15
C -10.03 -3.39 5.72 -0.12
C -9.32 -2.27 5.22 -0.11
C -8.54 -2.70 4.18 -0.13
H -8.29 -4.64 3.36 0.14
H -9.94 -5.51 5.02 0.10
H -10.73 -3.40 6.54 0.09
H -9.39 -1.25 5.57 0.09
H -7.86 -2.17 3.53 0.08
N -1.40 4.46 8.50 0.00
C -1.82 5.29 7.50 -0.13
C -2.68 6.21 8.05 -0.11
C -2.78 5.93 9.43 -0.12
C -1.98 4.84 9.69 -0.16
H -0.77 3.69 8.39 0.14
H -1.48 5.15 6.49 0.09
H -3.19 7.00 7.51 0.09
H -3.37 6.46 10.17 0.09
H -1.76 4.31 10.60 0.10
```

As for the charge: -1. As for the HOMO energy: -5.594 eV. For the orbital gap, the calculation gives 0.2490 Eh. The LUMO energy is 0.043 Ha.